[1]
20
Properties=species:S:1:pos:R:3:forces:R:3:lowdin_charge:R:1 method="wB97M-V/def2-TZVPD" total_energy_ev=-20077.28934 charge=+2 max_force_ev_per_a=4.09 relative_energy_ev=3.5863 homo_ev="-17.135 / -17.773" homo_lumo_gap_ev="7.49 / 8.71"
C 0.451 0.705 -0.220 -1.02 2.69 0.77 -0.1181
C -2.477 -0.305 -0.357 -0.34 -0.32 1.19 -0.3083
C 2.562 -0.281 -0.644 2.57 -0.15 0.49 0.0078
N -0.676 0.850 0.788 -0.31 0.97 0.02 -0.0173
N -1.111 2.097 1.073 -0.05 -4.04 0.69 0.1270
N 0.744 -1.744 0.028 1.80 -1.53 -1.41 0.1198
N 1.335 -0.478 0.198 0.27 2.70 1.31 -0.2063
S -3.708 -0.879 0.606 1.85 1.01 -1.18 0.9532
H -0.019 0.525 -1.204 0.87 -0.15 0.37 0.1310
H 1.083 1.758 -0.205 -1.31 -2.99 -0.05 0.2116
H -2.379 -0.364 -1.464 -0.53 -0.07 0.67 0.0402
H 3.170 -1.196 -0.635 -0.38 0.16 0.08 0.1183
H 2.485 0.049 -1.674 -1.26 -0.37 -0.19 0.1145
H 3.217 0.517 -0.226 -0.74 -0.58 0.36 0.1294
H -1.878 2.053 1.768 0.88 0.18 -0.26 0.1560
H -1.307 2.722 0.344 0.17 1.43 -1.43 0.1166
H 0.040 -1.935 0.688 -1.16 0.31 1.18 0.0872
H 1.482 -2.483 0.192 -0.87 1.13 -0.46 0.1597
H 1.597 -0.299 1.235 -0.30 -0.23 -1.83 0.2324
H -4.611 -1.313 -0.293 -0.14 -0.16 -0.31 -0.0545

***

[2]
17
Properties=species:S:1:pos:R:3:forces:R:3:lowdin_charge:R:1 method="wB97M-V/def2-TZVPD" total_energy_ev=-9786.43202 charge=-1 max_force_ev_per_a=4.61 relative_energy_ev=5.3835 homo_ev="-1.182 / -1.065" homo_lumo_gap_ev="5.41 / 5.28"
C 2.436 0.143 -0.350 -0.28 -3.25 -1.80 -0.1727
C -2.205 0.048 0.679 3.36 2.25 -0.93 -0.1350
C -1.244 -1.136 -1.145 1.46 -4.08 1.55 -0.1246
N 1.123 -0.584 -0.387 1.75 0.47 -1.86 -0.1392
N -1.012 -0.461 0.096 0.02 0.09 -0.50 -0.2714
N 0.234 -0.094 0.394 -2.10 -2.04 -1.08 -0.0927
O 0.560 2.019 1.425 -1.14 3.30 1.33 -0.1844
H 3.190 -0.595 -0.842 -1.21 1.26 0.59 0.0752
H 2.543 1.096 -0.858 -0.48 0.28 -0.06 0.0478
H 2.730 0.181 0.636 0.99 0.74 2.41 0.0135
H 0.609 1.099 1.054 -1.20 0.26 0.39 -0.1020
H -2.984 -0.606 0.742 -1.78 -1.76 0.70 -0.0800
H -1.795 0.686 1.413 -0.93 0.65 1.64 -0.0470
H -1.256 -0.528 -1.967 -0.04 1.98 -1.99 0.0361
H -0.375 -1.839 -1.268 -0.89 0.50 -0.25 0.0646
H -2.152 -1.765 -1.131 0.17 0.61 0.35 0.0755
H -0.402 2.338 1.509 2.28 -1.27 -0.47 0.0363

***

[3]
11
Properties=species:S:1:pos:R:3:forces:R:3:lowdin_charge:R:1 method="wB97M-V/def2-TZVPD" total_energy_ev=-6186.36443 smiles="[H]/N=C/N1CC1" max_force_ev_per_a=4.20 relative_energy_ev=2.1805 homo_ev=-9.547 homo_lumo_gap_ev=10.65
H -2.903 0.066 0.162 1.68 0.85 0.15 0.0699
N -1.910 0.463 0.106 -1.19 -1.72 -0.50 0.0760
C -1.155 -0.512 -0.233 0.33 -0.94 -0.01 -0.3189
N 0.196 -0.364 -0.610 0.52 1.46 -0.44 -0.1122
C 0.880 0.903 -0.235 -1.38 -1.96 1.88 -0.1199
C 1.363 -0.452 0.270 -2.72 1.60 2.77 -0.1157
H -1.451 -1.601 -0.371 0.02 1.30 0.32 0.1287
H 0.294 1.449 0.529 0.62 -0.05 -0.65 0.0950
H 1.403 1.467 -0.944 0.51 0.46 -1.17 0.0766
H 1.031 -0.495 1.397 1.24 -0.57 -2.13 0.1389
H 2.253 -0.923 -0.069 0.37 -0.42 -0.22 0.0818

***

[4]
116
Properties=species:S:1:pos:R:3:forces:R:3:mulliken_spin:R:1 method="wB97M-V/def2-TZVPD" total_energy_ev=-195570.06661 charge=+2 max_force_ev_per_a=1.98 relative_energy_ev=1.0394 homo_ev="-11.445 / -12.660" homo_lumo_gap_ev="6.30 / 3.26" multiplicity=6
Os 0.835 -1.529 -1.252 1.22 -1.51 -0.13 2.2428
C 0.775 -3.117 -2.952 0.11 0.41 0.08 0.1763
C 1.807 -2.181 -3.328 -0.02 -0.23 0.26 -0.1866
C 2.859 -2.267 -2.385 -0.44 -0.14 0.05 0.3405
C 2.452 -3.192 -1.358 -0.14 0.21 -0.07 -0.0452
C 1.175 -3.756 -1.746 0.09 0.25 0.04 0.1108
C 0.506 -4.962 -1.170 0.01 -0.01 -0.03 -0.0103
C 3.388 -3.778 -0.355 0.07 -0.07 -0.08 -0.0329
C 4.186 -1.597 -2.498 -0.04 0.06 0.04 0.0053
C 1.832 -1.345 -4.562 0.04 0.08 0.04 -0.0146
C -0.448 -3.445 -3.742 0.03 -0.02 -0.04 -0.0169
H -0.565 -4.816 -1.036 0.01 0.01 0.01 0.0032
H 0.940 -5.244 -0.217 -0.01 -0.01 0.03 -0.0035
H 0.639 -5.793 -1.867 -0.01 -0.05 0.04 0.0019
H 3.991 -3.024 0.144 0.01 0.03 0.05 -0.0013
H 4.069 -4.440 -0.899 0.04 -0.04 0.10 0.0003
H 2.873 -4.363 0.399 -0.02 0.00 0.06 -0.0043
H 4.817 -2.175 -3.177 0.03 0.02 0.01 0.0068
H 4.697 -1.542 -1.538 0.00 0.02 0.02 -0.0084
H 4.099 -0.591 -2.907 0.00 0.03 0.00 0.0038
H 2.126 -0.318 -4.342 0.00 0.01 0.00 0.0000
H 0.866 -1.326 -5.061 -0.02 0.01 0.00 0.0025
H 2.566 -1.757 -5.257 -0.03 0.02 -0.04 -0.0022
H -1.260 -3.785 -3.101 -0.01 0.00 0.01 -0.0045
H -0.221 -4.252 -4.443 -0.05 0.01 -0.03 0.0041
H -0.798 -2.592 -4.320 -0.02 0.02 0.01 0.0082
O -0.193 -0.223 -2.352 -0.79 1.49 -0.15 0.0209
P -0.316 1.174 -1.637 0.81 -1.57 0.33 0.0480
C -1.432 1.522 1.081 0.37 0.18 -0.11 -0.2429
C -0.502 2.453 1.809 -0.31 0.19 -0.02 0.4608
C -0.677 2.742 3.123 0.07 0.09 0.14 -0.0872
C -1.654 2.095 3.911 0.06 0.21 -0.02 0.3736
C -2.400 1.047 3.349 -0.24 0.13 -0.16 0.0251
C -2.241 0.692 2.050 -0.43 0.38 -0.22 0.3700
C 1.311 1.952 -1.700 -0.01 0.21 -0.10 -0.0670
C 1.592 2.910 -2.678 0.08 -0.14 -0.02 -0.0016
C 2.884 3.385 -2.845 -0.01 0.03 -0.04 0.0123
C 3.916 2.893 -2.061 -0.04 -0.04 0.01 0.0010
C 3.651 1.934 -1.091 0.02 0.13 -0.12 0.0070
C 2.357 1.480 -0.898 -0.07 0.02 0.22 0.0354
C -1.419 2.152 -2.631 -0.22 0.05 0.00 0.0287
C -2.040 1.506 -3.702 -0.03 0.09 0.01 0.0215
C -2.818 2.240 -4.584 -0.06 -0.02 0.01 0.0003
C -2.982 3.603 -4.393 -0.11 0.06 0.04 0.0098
C -2.384 4.242 -3.312 -0.09 0.07 0.04 -0.0036
C -1.598 3.522 -2.432 -0.05 -0.12 -0.05 0.0056
H 0.240 2.978 1.220 0.09 -0.04 -0.01 -0.0131
H -0.059 3.500 3.588 0.09 -0.04 0.01 0.0050
H -1.786 2.370 4.946 0.00 0.00 0.02 -0.0152
H -3.087 0.484 3.968 0.08 -0.09 0.04 0.0149
H -2.824 -0.113 1.626 0.07 0.01 0.01 -0.0258
H 0.814 3.273 -3.333 -0.06 0.04 -0.02 -0.0008
H 3.083 4.134 -3.599 0.01 0.01 -0.01 0.0009
H 4.924 3.261 -2.195 0.01 0.00 -0.02 0.0002
H 4.452 1.559 -0.469 -0.08 0.08 -0.16 0.0025
H 2.163 0.793 -0.078 -0.01 0.03 -0.21 0.0233
H -1.901 0.446 -3.855 0.07 -0.02 0.04 -0.0020
H -3.288 1.748 -5.424 0.01 0.00 -0.03 -0.0002
H -3.578 4.177 -5.089 -0.02 0.03 -0.04 0.0009
H -2.528 5.303 -3.163 0.03 0.05 -0.03 0.0022
H -1.129 4.025 -1.597 0.12 0.03 -0.02 -0.0018
C 3.114 0.128 4.665 0.13 0.10 -0.04 0.0017
Ge 2.781 0.471 2.769 -0.24 -0.32 -0.04 0.0123
C 4.232 -0.180 1.592 -0.01 -0.01 0.16 0.0118
C 2.815 2.401 2.496 -0.04 0.02 0.03 0.0185
Ge 0.828 -0.983 2.197 -0.05 -0.09 -0.61 -0.0333
C 1.601 -2.814 2.305 -0.16 0.09 -0.01 0.0444
C 0.774 -3.920 2.097 -0.01 0.05 -0.05 -0.0132
C 1.167 -5.199 2.463 0.01 -0.01 0.01 0.0008
C 2.402 -5.402 3.064 -0.01 0.01 -0.01 0.0003
C 3.232 -4.318 3.296 0.02 0.00 -0.05 0.0036
C 2.832 -3.041 2.920 -0.04 0.00 -0.05 0.0123
C -0.691 -1.335 3.372 0.31 0.00 0.16 -0.0066
C -1.817 -2.011 2.906 0.03 -0.18 0.12 -0.0065
C -2.807 -2.420 3.784 -0.01 0.01 -0.04 0.0031
C -2.679 -2.157 5.143 -0.03 0.01 0.04 0.0028
C -1.559 -1.492 5.616 0.01 0.05 0.06 0.0021
C -0.565 -1.087 4.733 -0.11 -0.08 0.02 0.0510
H 4.082 0.555 4.930 0.01 -0.01 0.06 0.0006
H 3.121 -0.932 4.909 -0.03 0.00 0.01 -0.0003
H 2.352 0.624 5.264 -0.01 0.01 0.04 0.0006
H 4.685 0.687 1.111 0.03 -0.15 0.16 0.0011
H 3.874 -0.868 0.825 -0.02 -0.01 -0.04 0.0088
H 5.010 -0.684 2.164 0.00 -0.05 0.03 -0.0010
H 3.827 2.703 2.776 0.00 0.03 -0.01 0.0005
H 2.117 2.929 3.133 -0.08 0.08 0.07 -0.0014
H 2.654 2.684 1.458 -0.03 0.02 0.02 -0.0110
H -0.213 -3.789 1.669 -0.01 0.01 -0.04 0.0007
H 0.499 -6.036 2.304 0.00 -0.01 -0.02 -0.0001
H 2.704 -6.396 3.366 0.01 -0.01 0.00 -0.0002
H 4.190 -4.460 3.778 0.01 0.00 0.01 -0.0002
H 3.497 -2.222 3.140 0.10 0.10 -0.04 0.0025
H -1.938 -2.204 1.845 0.05 -0.06 0.00 0.0091
H -3.680 -2.940 3.414 -0.02 -0.03 0.00 0.0002
H -3.451 -2.474 5.831 -0.01 -0.02 0.02 0.0001
H -1.455 -1.291 6.674 0.00 -0.01 0.03 0.0005
H 0.304 -0.567 5.119 0.05 -0.02 0.01 0.0153
C -6.763 2.889 -3.368 0.14 0.05 0.10 0.0004
C -6.528 4.268 -2.824 -0.47 -0.51 -1.85 0.0069
O -6.500 5.261 -3.477 0.17 -0.35 1.19 0.0833
S -6.389 4.439 -0.983 1.45 0.12 0.78 0.3618
C -4.901 3.559 -0.578 -1.50 0.74 -0.52 0.1913
C -4.689 2.200 -0.809 0.57 -1.28 -0.29 0.0325
C -3.535 1.590 -0.354 -1.19 -0.24 -0.81 0.0526
C -2.577 2.298 0.372 0.65 -0.41 0.77 0.1998
C -2.796 3.649 0.608 -0.64 1.06 -0.17 0.0505
C -3.933 4.276 0.119 0.98 0.41 1.08 0.0689
C -0.628 0.663 0.090 -0.40 0.35 -0.51 -0.0771
C 0.110 -0.457 0.322 0.14 -0.26 0.34 0.3501
H -6.986 2.953 -4.431 0.01 0.04 0.03 0.0011
H -7.585 2.419 -2.831 -0.07 0.00 0.03 0.0010
H -5.871 2.278 -3.219 0.02 0.04 -0.08 -0.0058
H -5.446 1.605 -1.299 0.04 -0.02 0.04 -0.0085
H -3.405 0.526 -0.532 0.02 0.09 0.03 -0.0107
H -2.086 4.224 1.185 0.03 0.00 -0.02 -0.0087
H -4.086 5.331 0.300 0.01 0.02 0.05 -0.0049